Molecular formula: C2H4FP
Method: DFT, ωB97M-V/def2-TZVPD

Properties
**M**: 78.0 g/mol
**E_LUMO**: -0.6 eV
**Spin multiplicity**: 1
**HOMO**: -10.35 eV
**HOMO-LUMO gap**: 0.3598 hartree

Last column: natural (NBO) charge in e.
Positions of all 8 atoms, in Å:
C1 -0.35530 0.13880 0.03612  0.036
C2 1.06715 0.31496 -0.04901  -0.759
F1 -0.62682 -1.87251 -0.03816  -0.587
P1 -1.85353 0.76899 0.15031  0.456
H1 1.43342 0.04292 -1.04188  0.261
H2 1.57113 -0.31357 0.68526  0.272
H3 1.30073 1.36376 0.14724  0.262
H4 -2.53678 -0.44336 0.11012  0.059


Molecular formula: C2H4FPS
Method: DFT, ωB97M-V/def2-TZVPD

Properties
**M**: 110.1 g/mol
**E_LUMO (spin up / spin down)**: -1.6 / -0.9 eV
**Spin multiplicity**: 1
**HOMO (spin up / spin down)**: -8.77 / -9.17 eV
**HOMO-LUMO gap (spin up / spin down)**: 0.2627 / 0.3049 hartree

Last column: natural (NBO) charge in e.
Positions of all 9 atoms, in Å:
C1 -0.54407 -1.78155 -1.10378  0.072
C2 0.21046 1.60224 0.61755  -0.831
F1 -1.57085 -2.04468 -1.85275  -0.313
P1 0.17692 -2.61484 0.11270  0.252
S1 -0.31358 1.32376 -1.03562  0.116
H1 1.14528 1.24501 0.97314  0.219
H2 -0.59953 1.34884 1.37171  0.226
H3 0.15386 2.69067 0.75606  0.253
H4 1.34152 -1.76945 0.16100  0.006


Molecular formula: C2H4I2NO3
Method: DFT, ωB97M-V/def2-TZVPD

Properties
**Total charge**: +1
**M**: 343.9 g/mol
**E_LUMO**: -4.9 eV
**Spin multiplicity**: 1
**HOMO**: -13.48 eV
**HOMO-LUMO gap**: 0.3150 hartree

Last column: natural (NBO) charge in e.
Positions of all 12 atoms, in Å:
C1 1.10635 1.05882 2.00624  0.731
C2 0.24478 -0.10052 1.34397  0.613
N1 0.07292 -0.26454 0.08941  -0.672
O1 1.41547 0.94885 3.14516  -0.489
O2 -0.12742 -1.01348 2.16907  -0.590
O3 1.50995 1.80433 1.01282  -0.687
I1 0.77939 0.79115 -3.42346  -0.108
I2 2.75199 3.30849 1.10936  0.585
H1 1.55430 -0.66209 -3.77793  0.136
H2 -0.50530 -1.15836 -0.01824  0.451
H3 0.47039 0.25332 -0.67256  0.471
H4 -0.24227 -0.71032 3.11513  0.559


Molecular formula: C2H4I3P
Method: DFT, ωB97M-V/def2-TZVPD

Properties
**M**: 439.7 g/mol
**E_LUMO (spin up / spin down)**: -0.6 / -1.6 eV
**Spin multiplicity**: 1
**HOMO (spin up / spin down)**: -8.16 / -7.85 eV
**HOMO-LUMO gap (spin up / spin down)**: 0.2796 / 0.2299 hartree

Last column: natural (NBO) charge in e.
Positions of all 10 atoms, in Å:
C1 -0.12084 0.79713 -0.78338  -0.318
C2 -0.50392 -0.37162 0.06124  -0.720
P1 2.97885 1.67607 -0.30213  0.146
I1 3.68338 -0.24234 -1.71730  -0.120
I2 -0.75345 2.74898 -0.63141  0.177
I3 3.26865 0.85812 1.91616  -0.062
H1 0.42213 0.74197 -1.72507  0.196
H2 -1.56306 -0.24470 0.12200  0.230
H3 -0.29585 -1.38004 -0.05943  0.244
H4 -0.22860 -0.15634 1.09602  0.227


Molecular formula: C2H4IN
Method: DFT, ωB97M-V/def2-TZVPD

Properties
**SMILES**: C1=NC1.I
**M**: 169.0 g/mol
**E_LUMO**: 0.7 eV
**Spin multiplicity**: 1
**HOMO**: -9.96 eV
**HOMO-LUMO gap**: 0.3934 hartree

Last column: natural (NBO) charge in e.
Positions of all 8 atoms, in Å:
C1 -0.61853 -0.41146 -0.40108  -0.334
C2 -1.64138 0.50565 0.08673  0.075
N1 -0.85412 0.14260 0.97496  -0.300
I1 3.51822 -0.33633 0.00852  -0.108
H1 -0.75832 -1.55602 -0.63416  0.189
H2 0.15501 0.07717 -0.92663  0.176
H3 -2.39952 1.10143 -0.14316  0.194
H4 2.59863 0.47696 1.03482  0.109


Molecular formula: C2H4IN
Method: DFT, ωB97M-V/def2-TZVPD

Properties
**M**: 169.0 g/mol
**E_LUMO (spin up / spin down)**: 0.2 / -2.1 eV
**Spin multiplicity**: 3
**HOMO (spin up / spin down)**: -6.19 / -9.00 eV
**HOMO-LUMO gap (spin up / spin down)**: 0.2339 / 0.2525 hartree
**Expectation value of S²**: 2.0131

Last column: natural (NBO) charge in e.
Positions of all 8 atoms, in Å:
C1 -0.53044 -0.70260 -0.25024  -0.229
C2 -0.31055 0.63376 0.29264  -0.352
N1 0.87112 0.52863 -0.45984  -0.520
I1 2.67472 -0.12404 0.12113  0.314
H1 -0.17473 -1.49584 0.29473  0.174
H2 -1.13199 -0.82248 -1.08822  0.187
H3 -1.04935 1.18758 -0.27179  0.227
H4 -0.34878 0.79498 1.36160  0.200